This record from the OMol25 dataset describes an isolated molecule of C6H6N2O2. The level of theory is the ωB97M-V functional and the def2-TZVPD basis.

```
16
Properties=species:S:1:pos:R:3:forces:R:3:nbo_charge:R:1
O -0.724 1.493 1.761 0.1326 0.2980 0.2193 -0.524
O -2.572 1.389 -1.028 0.5740 -1.4017 -0.0127 -0.476
N -0.986 -0.250 -0.295 -2.5122 0.1040 -1.3430 -0.439
N -0.926 2.135 0.698 -0.3338 -1.4699 -0.1458 0.029
C -1.561 -1.519 -0.503 -0.2091 -1.2821 -0.0536 -0.080
C -0.624 -2.405 -0.043 -0.7844 -1.0290 -1.1305 -0.244
C 0.547 -1.739 0.373 -1.7336 2.1181 -0.4828 -0.284
C -1.634 0.950 -0.464 0.7286 2.8774 1.1241 0.876
C -0.782 3.426 0.604 -1.8750 -0.7126 -3.4827 -0.221
C 0.261 -0.429 0.198 1.6578 1.5161 0.4828 0.026
H 1.374 -2.060 0.889 1.7732 -1.0242 0.6288 0.231
H 0.781 0.507 0.308 0.6250 -0.4510 0.5015 0.230
H -0.602 3.947 1.473 0.6406 0.8315 1.8563 0.202
H -0.651 -3.477 -0.187 -0.4537 0.0304 0.2687 0.227
H -1.174 4.011 -0.281 0.7648 -1.2569 0.8831 0.204
H -2.522 -1.765 -1.013 1.0052 0.8519 0.6864 0.244
```
Forces are in eV/Å.

## Properties
Maximum force (eV/Å): 4.0
Kohn-Sham gap (eV): 9.0
SMILES: C=[N+]([O-])C(=O)n1cccc1
ΔE to the lowest compared entry with this formula, charge and spin (eV): 4.514
HOMO (eV): -8.77
Net charge: 0